Computed, not measured: a molecular structure, C54H56BF3O3SSbV, with ωB97M-V/def2-TZVPD.

## Properties
relative energy (zero: lowest compared OMol25 entry of this formula, charge and spin): 0.250 eV
DFT total energy: -114934.238 eV
LUMO level (alpha / beta): -2.092 / -2.273 eV
total charge: +1
HOMO level (alpha / beta): -0.3782 / -0.3891 Eh
F_max: 3.020 eV Å⁻¹
spin multiplicity: 4
gap between HOMO and LUMO (alpha / beta): 8.199 / 8.316 eV

Each line ends with the Mulliken charge.
Element x y z (Å)
V (0.131, 1.358, 0.102)  0.755
C (-3.863, 2.656, 1.489)  -2.439
C (-2.421, 2.816, 1.096)  1.208
C (-2.106, 3.370, -0.156)  1.890
C (-3.186, 3.543, -1.188)  -2.501
C (-0.805, 3.827, -0.416)  1.091
C (-0.539, 4.650, -1.653)  -2.047
C (0.219, 3.657, 0.546)  0.750
C (1.500, 4.437, 0.371)  -2.153
C (-0.067, 2.955, 1.741)  0.071
C (0.955, 2.831, 2.848)  -2.291
C (-1.390, 2.525, 1.999)  1.891
C (-1.676, 1.830, 3.303)  -2.591
H (-4.451, 3.468, 1.067)  0.477
H (-3.977, 2.697, 2.568)  0.539
H (-4.288, 1.719, 1.127)  0.409
H (-3.616, 4.546, -1.141)  0.520
H (-3.992, 2.827, -1.042)  0.176
H (-2.785, 3.394, -2.191)  0.565
H (-1.458, 5.071, -2.053)  0.469
H (-0.072, 4.042, -2.433)  0.328
H (0.120, 5.484, -1.424)  0.449
H (1.338, 5.465, 0.704)  0.381
H (1.819, 4.450, -0.669)  0.518
H (2.318, 4.016, 0.943)  0.486
H (0.501, 3.048, 3.812)  0.597
H (1.781, 3.523, 2.720)  0.399
H (1.357, 1.812, 2.878)  0.257
H (-1.736, 2.550, 4.123)  0.609
H (-0.877, 1.125, 3.539)  0.327
H (-2.613, 1.281, 3.266)  0.570
O (0.131, -0.479, -0.504)  -1.255
S (1.029, -1.244, -1.469)  0.708
C (0.008, -2.655, -2.070)  -0.767
C (-0.464, -3.702, -1.112)  0.527
C (-0.988, -3.363, 0.127)  1.728
C (-1.504, -4.337, 0.966)  -0.765
C (-1.520, -5.662, 0.565)  -0.919
C (-1.004, -6.010, -0.672)  -0.946
C (-0.464, -5.039, -1.495)  -0.455
C (2.254, -2.222, -0.448)  -1.268
C (2.169, -1.971, 1.019)  -0.462
C (2.796, -0.857, 1.571)  0.530
C (2.721, -0.603, 2.930)  -0.064
C (2.012, -1.462, 3.758)  -0.763
C (1.431, -2.599, 3.224)  -0.850
C (1.511, -2.858, 1.866)  -0.141
H (0.633, -3.097, -2.848)  0.779
H (-0.846, -2.174, -2.555)  -0.091
H (-0.969, -2.332, 0.443)  -0.406
H (-1.894, -4.050, 1.931)  0.467
H (-1.927, -6.422, 1.213)  0.467
H (-1.021, -7.038, -1.004)  0.422
H (-0.059, -5.330, -2.452)  0.465
H (3.211, -1.891, -0.853)  0.904
H (2.087, -3.267, -0.691)  0.662
H (3.422, -0.239, 0.947)  -0.060
H (3.245, 0.245, 3.345)  0.501
H (1.957, -1.271, 4.819)  0.450
H (0.927, -3.304, 3.867)  0.499
H (1.094, -3.775, 1.476)  0.702
F (-3.773, -5.625, -4.148)  -0.368
C (-3.656, -4.484, -3.444)  0.186
C (-3.883, -4.505, -2.079)  -0.785
C (-3.737, -3.331, -1.360)  -0.466
C (-3.386, -2.152, -1.995)  1.153
C (-3.163, -2.160, -3.366)  -0.800
C (-3.294, -3.322, -4.102)  -0.700
Sb (-3.090, -0.286, -0.921)  -0.020
C (-3.591, -1.123, 1.020)  0.860
C (-4.790, -1.768, 1.299)  -0.434
C (-5.045, -2.265, 2.565)  -0.989
C (-4.072, -2.142, 3.540)  0.158
F (-4.306, -2.627, 4.772)  -0.380
C (-2.853, -1.544, 3.279)  -0.735
C (-2.633, -1.021, 2.016)  -0.761
C (-5.047, 0.440, -1.541)  0.458
C (-5.151, 0.851, -2.864)  -0.540
C (-6.315, 1.422, -3.342)  -0.762
C (-7.380, 1.578, -2.474)  0.205
F (-8.509, 2.154, -2.921)  -0.340
C (-7.308, 1.170, -1.155)  -0.802
C (-6.131, 0.606, -0.695)  -0.083
H (-4.160, -5.425, -1.590)  0.534
H (-3.896, -3.350, -0.294)  0.151
H (-2.878, -1.245, -3.866)  0.416
H (-3.119, -3.339, -5.167)  0.501
H (-5.533, -1.886, 0.523)  0.667
H (-5.984, -2.741, 2.803)  0.509
H (-2.107, -1.485, 4.058)  0.519
H (-1.688, -0.526, 1.807)  -0.093
H (-4.313, 0.731, -3.538)  0.318
H (-6.407, 1.751, -4.365)  0.483
H (-8.161, 1.303, -0.508)  0.503
H (-6.077, 0.297, 0.340)  0.383
C (8.245, 2.397, 0.973)  -2.060
C (8.070, 1.533, -0.280)  1.878
C (8.626, 0.132, 0.017)  -1.582
C (8.869, 2.186, -1.417)  -1.656
C (6.609, 1.380, -0.679)  0.581
C (6.282, 0.621, -1.806)  -0.566
C (4.977, 0.354, -2.193)  -2.510
C (3.970, 0.877, -1.406)  1.504
O (2.608, 0.747, -1.485)  -0.590
B (2.071, 1.460, -0.402)  0.489
O (3.114, 2.035, 0.312)  -0.180
C (4.278, 1.667, -0.296)  -0.113
C (5.580, 1.931, 0.080)  -0.607
H (9.302, 2.463, 1.218)  0.437
H (7.733, 1.961, 1.829)  0.390
H (7.877, 3.407, 0.806)  0.411
H (9.668, 0.201, 0.317)  0.448
H (8.567, -0.511, -0.858)  0.345
H (8.063, -0.334, 0.823)  0.355
H (9.886, 2.371, -1.081)  0.465
H (8.422, 3.137, -1.698)  0.395
H (8.916, 1.550, -2.296)  0.310
H (7.077, 0.216, -2.412)  0.445
H (4.765, -0.239, -3.068)  0.534
H (5.763, 2.546, 0.944)  0.619

Force components x, y, z for each atom (eV/Å):
V -2.9769 0.4794 0.1724
C 0.0477 -0.1294 -0.0475
C 0.1880 -0.0529 -0.0435
C 0.1337 -0.1477 0.0397
C -0.0101 -0.1073 0.0176
C 0.1312 -0.1545 0.0306
C 0.0012 -0.1159 -0.0095
C -0.0238 0.6060 0.3101
C 0.0853 -0.1705 0.1046
C -0.0212 0.7855 0.4155
C 0.0403 -0.1392 -0.1141
C 0.2205 -0.0701 -0.0173
C -0.0657 0.0063 -0.0189
H -0.0604 0.0027 -0.0260
H -0.0499 -0.0580 0.0134
H -0.0755 -0.0421 0.0694
H -0.0209 0.0409 -0.0357
H 0.0141 0.0689 -0.0296
H -0.0714 0.0148 0.0176
H 0.0231 -0.0465 -0.0261
H 0.0336 0.1189 -0.0361
H 0.0181 -0.0469 -0.0598
H -0.0246 0.0641 -0.0698
H 0.0170 0.0370 0.0372
H -0.0826 0.0998 -0.0688
H -0.0217 -0.0354 0.0509
H 0.0113 -0.1099 -0.0303
H 0.0750 0.1328 0.1391
H 0.0200 0.0115 0.0266
H -0.0447 0.0154 0.0672
H 0.0616 0.0157 0.0515
O -0.4707 -0.4936 0.3052
S -0.0236 -2.1022 -0.8377
C 0.1769 0.4675 0.2473
C -0.0062 -0.0599 0.1451
C -0.0397 -0.0767 0.0016
C 0.0218 0.0821 -0.0184
C -0.0522 0.0006 0.0538
C 0.0369 -0.0779 -0.0160
C 0.0282 0.0957 -0.0615
C -0.0151 0.3458 -0.2964
C -0.0220 0.0098 0.2367
C 0.0935 -0.1992 -0.0335
C -0.0313 -0.0184 0.0256
C 0.0790 0.0927 -0.0315
C -0.1063 -0.0628 0.0252
C 0.1347 0.0239 -0.0672
H 0.0471 0.0846 -0.0902
H 0.1396 0.0375 -0.0552
H -0.0655 0.0585 0.0547
H -0.0767 0.0205 0.1172
H -0.0682 -0.0823 0.0789
H 0.0269 -0.0727 0.0239
H 0.0633 0.0103 -0.2054
H 0.0402 -0.0409 0.0291
H -0.0274 -0.0537 -0.0598
H 0.0035 0.0701 -0.0360
H 0.0323 0.1077 0.0332
H -0.0024 0.0186 0.1135
H -0.0583 -0.0781 0.0900
H -0.0422 0.0072 -0.0521
F 0.0066 0.1444 0.0987
C 0.0469 0.0701 0.0919
C -0.0481 -0.1431 -0.2200
C -0.1191 -0.0669 -0.0380
C 0.3042 0.6065 0.2775
C -0.0922 0.0649 0.1105
C -0.0403 -0.2605 -0.1767
Sb -1.0139 -0.6664 -0.0042
C 0.2218 0.4528 -0.7184
C -0.0509 0.0855 0.0677
C -0.1135 -0.1058 0.1722
C 0.1429 0.0031 -0.0461
F 0.0011 0.0498 -0.1818
C -0.0800 -0.0828 0.2162
C 0.0776 0.0207 0.0049
C 0.7106 -0.1154 0.3239
C 0.0412 -0.0474 0.0304
C -0.2326 0.0883 -0.0884
C 0.0672 -0.0228 0.1173
F 0.0935 -0.0827 0.0257
C -0.2141 0.1473 -0.2026
C -0.0259 -0.0142 0.1239
H -0.0251 -0.1401 0.0087
H 0.0161 -0.0975 0.0074
H 0.0603 0.0798 -0.1791
H -0.0121 -0.0345 -0.0925
H -0.1115 -0.0134 -0.0017
H -0.0517 -0.0769 0.0360
H 0.0566 0.0262 0.0861
H 0.0189 -0.0664 0.0412
H 0.0429 0.0430 -0.0904
H -0.0228 0.0282 -0.1096
H -0.1105 0.0262 0.0677
H -0.0037 0.0334 0.0488
C -0.0492 -0.1633 -0.2232
C 0.1350 0.0065 0.0527
C -0.0041 0.2160 -0.0178
C -0.1186 -0.0786 0.1583
C -0.0866 -0.0015 -0.0589
C 0.0773 0.0431 0.0180
C -0.3202 0.0147 0.0257
C 0.7375 0.4754 0.6191
O 0.5134 0.2251 -0.3109
B 1.4067 0.3892 -0.3825
O 0.4480 0.3575 0.3767
C 0.3004 -0.5694 -0.8022
C -0.3583 0.0365 0.0443
H 0.0975 0.0090 0.0309
H -0.0654 0.0108 0.1241
H -0.0541 0.1275 0.0529
H 0.1609 -0.0177 0.0526
H 0.0039 -0.0939 -0.0820
H -0.0307 -0.0796 0.0807
H 0.1503 0.0165 -0.0219
H -0.0074 0.0866 -0.0530
H -0.0166 -0.0526 -0.1370
H 0.1065 -0.0746 -0.0525
H -0.0351 -0.0556 -0.1047
H 0.0801 0.0512 0.1522

---

Computed, not measured: a molecular structure, C54H56BrN3O6P3PtTe, with ωB97M-V/def2-TZVPD.

## Properties
relative energy (zero: lowest compared OMol25 entry of this formula, charge and spin): 0.000 eV
DFT total energy: -182103.826 eV
LUMO level (alpha / beta): -2.532 / -3.623 eV
total charge: +1
HOMO level (alpha / beta): -0.2891 / -0.3595 Eh
F_max: 2.286 eV Å⁻¹
spin multiplicity: 5
gap between HOMO and LUMO (alpha / beta): 5.334 / 6.160 eV

Each line ends with the Mulliken charge.
Element x y z (Å)
Pt (-0.720, 0.323, 0.077)  2.860
O (2.257, 2.111, 4.504)  -0.443
C (1.519, 1.207, 5.204)  0.694
C (1.954, 0.656, 6.392)  -0.753
C (1.177, -0.275, 7.064)  -0.752
C (-0.057, -0.654, 6.551)  -0.784
C (-0.518, -0.090, 5.384)  -0.695
C (0.257, 0.844, 4.671)  1.525
C (-0.147, 1.403, 3.446)  -1.431
O (1.472, -0.258, 1.980)  0.947
N (-1.390, 1.356, 2.968)  -0.048
N (-1.644, 1.680, 1.705)  -0.028
C (-2.762, 2.314, 1.416)  -1.437
C (-3.054, 2.825, 0.143)  0.781
Br (-1.887, 2.189, -1.252)  -0.028
C (-4.078, 3.696, -0.104)  -0.899
C (-4.375, 4.494, -1.260)  0.620
C (-5.673, 5.017, -1.377)  -0.627
C (-6.036, 5.814, -2.441)  -0.660
C (-5.108, 6.138, -3.422)  -0.458
C (-3.811, 5.666, -3.306)  -0.764
C (-3.446, 4.865, -2.243)  1.419
H (3.055, 2.331, 4.997)  0.304
H (2.905, 0.962, 6.801)  0.376
H (1.534, -0.694, 7.991)  0.412
H (-0.655, -1.390, 7.070)  0.430
H (-1.468, -0.396, 4.976)  0.113
H (0.568, 1.887, 2.804)  0.675
H (-2.174, 1.148, 3.595)  0.446
H (-3.448, 2.569, 2.222)  0.380
H (-4.776, 3.804, 0.718)  0.301
H (-6.397, 4.783, -0.612)  0.369
H (-7.044, 6.196, -2.497)  0.391
H (-5.388, 6.764, -4.256)  0.396
H (-3.067, 5.936, -4.041)  0.412
H (-2.415, 4.572, -2.156)  -0.705
Te (-3.032, -3.456, -0.836)  0.307
C (-2.390, -5.459, -0.358)  -0.031
C (-1.802, -5.821, 0.843)  0.185
C (-1.469, -7.156, 1.031)  -0.483
N (-1.694, -8.098, 0.136)  -0.598
C (-2.246, -7.750, -1.010)  -0.466
C (-2.606, -6.444, -1.310)  -0.338
C (-1.113, -2.627, -0.514)  -1.699
P (-0.655, -1.789, 1.030)  -0.447
C (0.994, -2.451, 1.361)  0.753
C (1.948, -1.494, 1.717)  0.015
C (3.285, -1.847, 1.815)  -0.965
C (3.654, -3.164, 1.603)  -1.106
C (2.704, -4.123, 1.286)  -0.907
C (1.375, -3.766, 1.142)  0.011
C (-1.724, -2.385, 2.363)  2.236
C (-3.059, -1.984, 2.273)  -0.693
C (-4.001, -2.502, 3.140)  -0.851
C (-3.609, -3.399, 4.124)  -0.758
C (-2.273, -3.740, 4.267)  -1.070
C (-1.326, -3.238, 3.389)  -0.706
P (-0.612, -1.423, -1.768)  0.840
C (-1.212, -2.186, -3.332)  0.420
C (-1.914, -1.394, -4.230)  -0.612
C (-2.425, -1.946, -5.393)  -0.636
C (-2.230, -3.289, -5.666)  -0.642
C (-1.535, -4.084, -4.767)  -0.973
C (-1.035, -3.542, -3.598)  0.087
C (1.183, -1.686, -1.886)  0.633
C (1.762, -2.925, -1.819)  -0.115
C (3.140, -3.098, -1.916)  -0.893
C (3.979, -1.976, -2.064)  -1.030
C (3.475, -0.720, -2.124)  -1.220
C (2.019, -0.452, -2.008)  0.396
H (-1.612, -5.098, 1.622)  0.535
H (-1.010, -7.485, 1.954)  0.393
H (-2.411, -8.545, -1.724)  0.375
H (-3.041, -6.198, -2.266)  0.417
H (2.154, 0.425, 1.934)  -0.677
H (4.026, -1.100, 2.060)  0.503
H (4.690, -3.450, 1.699)  0.460
H (3.008, -5.148, 1.137)  0.481
H (0.632, -4.497, 0.853)  0.313
H (-3.331, -1.245, 1.523)  0.556
H (-5.037, -2.220, 3.042)  0.473
H (-4.349, -3.824, 4.782)  0.458
H (-1.968, -4.403, 5.063)  0.550
H (-0.286, -3.514, 3.498)  0.497
H (-2.069, -0.346, -4.006)  0.394
H (-2.976, -1.326, -6.085)  0.445
H (-2.624, -3.721, -6.574)  0.403
H (-1.376, -5.131, -4.977)  0.466
H (-0.507, -4.170, -2.897)  0.370
H (1.135, -3.793, -1.674)  0.191
H (3.562, -4.090, -1.859)  0.448
H (5.047, -2.130, -2.124)  0.435
H (4.101, 0.153, -2.223)  0.606
H (1.672, 0.169, -2.848)  0.174
C (0.281, 3.097, -4.190)  -1.508
C (1.255, 3.401, -3.049)  1.531
C (2.673, 3.561, -3.588)  -1.462
C (0.812, 4.640, -2.283)  -0.783
O (1.202, 2.241, -2.197)  0.539
P (1.775, 1.933, -0.758)  -1.202
O (1.016, 2.369, 0.421)  -1.120
O (1.770, 0.339, -0.810)  1.227
O (3.309, 2.353, -0.775)  0.038
C (4.047, 3.086, 0.230)  1.871
C (5.506, 2.976, -0.219)  -1.908
C (3.583, 4.541, 0.247)  -1.540
C (3.863, 2.484, 1.621)  -1.613
H (0.262, 3.934, -4.882)  0.463
H (-0.720, 2.942, -3.795)  0.204
H (0.581, 2.195, -4.719)  0.353
H (2.689, 4.354, -4.330)  0.569
H (3.008, 2.636, -4.052)  0.285
H (3.367, 3.810, -2.791)  0.146
H (0.981, 5.528, -2.883)  0.544
H (1.364, 4.728, -1.354)  0.022
H (-0.245, 4.576, -2.047)  -0.268
H (5.601, 3.293, -1.254)  0.391
H (5.840, 1.945, -0.145)  0.380
H (6.145, 3.602, 0.397)  0.423
H (3.790, 5.025, -0.706)  0.376
H (4.101, 5.095, 1.027)  0.531
H (2.513, 4.576, 0.449)  0.136
H (4.145, 1.434, 1.614)  0.086
H (2.833, 2.602, 1.945)  0.397
H (4.506, 3.012, 2.324)  0.643

Force components x, y, z for each atom (eV/Å):
Pt -1.6148 -1.6171 0.0657
O 0.1068 0.1251 -0.1758
C -0.3845 -0.3318 0.1298
C 0.0145 0.0726 -0.0693
C -0.1292 -0.0579 0.0111
C -0.0270 -0.0729 0.3032
C 0.2451 0.2125 -0.1930
C 0.1347 -0.2028 0.4374
C 0.5483 0.3974 -0.2751
O 0.4578 0.1298 0.2663
N -1.0633 -0.1385 0.4830
N 0.0348 0.0608 -0.5475
C 0.2874 -0.4392 1.0927
C -0.5368 0.3687 -0.9148
Br -0.4256 0.6055 -0.0435
C 0.7677 -0.7763 0.3785
C -0.2978 0.4997 -0.6869
C 0.1888 -0.2014 0.0996
C -0.0404 0.1171 -0.1207
C -0.0537 -0.0574 0.0586
C -0.0271 0.0832 -0.1047
C 0.0018 -0.1228 0.2461
H -0.0518 -0.0498 0.0042
H 0.1854 0.0355 0.0551
H 0.0414 -0.0641 0.0692
H -0.0232 0.0009 0.0143
H -0.1745 -0.1711 -0.0601
H -0.0758 0.1443 -0.0886
H 0.2208 0.1545 -0.2204
H -0.0318 0.0918 0.0054
H 0.0593 0.0796 0.1688
H -0.1151 -0.0306 0.0800
H -0.0895 0.0300 -0.0364
H -0.0324 0.0501 -0.0441
H 0.0375 0.0363 -0.0649
H 0.0684 -0.0561 0.0084
Te 0.3905 -0.7629 0.3823
C -0.2608 0.4223 -0.2251
C -0.0025 0.0736 0.0489
C 0.0293 0.3836 0.2229
N 0.1973 -0.6652 0.0399
C -0.1532 0.1776 -0.2279
C -0.0480 0.1220 -0.0514
C -0.9087 0.5399 -0.0987
P 0.3184 -0.1419 -0.1734
C -0.1313 0.5496 0.1418
C 0.0186 -0.2925 0.0296
C 0.0984 -0.0218 -0.0550
C -0.1062 0.1253 0.0376
C -0.0468 -0.2651 -0.0316
C 0.1639 0.1033 0.2349
C -0.0995 0.2990 -0.1226
C 0.1537 0.2372 0.0918
C -0.0227 -0.0075 0.0387
C -0.0072 0.0625 -0.0570
C 0.0201 -0.0189 0.0817
C 0.0870 0.1076 -0.1777
P 0.4853 -0.4605 0.0686
C -0.0463 0.4485 0.1303
C 0.1090 0.0034 0.1758
C -0.0772 -0.0204 -0.1982
C -0.0739 0.0999 -0.0081
C 0.1245 -0.0956 0.0762
C 0.1341 0.1053 -0.1754
C 0.0820 -0.1470 0.0509
C -0.4515 0.3524 -0.1201
C 0.2074 -0.1697 0.0222
C 0.2137 0.3534 -0.0717
C 0.0625 -0.1627 0.0188
C -0.0473 -0.1687 -0.3734
H -0.0469 0.0314 0.0742
H 0.0541 0.0496 0.1452
H -0.0385 -0.0562 -0.1157
H -0.0612 -0.0399 -0.1285
H 0.0927 -0.1117 0.0390
H 0.0794 0.0928 0.0744
H 0.1218 -0.0099 -0.0056
H 0.0194 -0.1230 -0.0311
H -0.0363 -0.0905 -0.0499
H -0.0835 -0.1463 0.0119
H -0.1149 0.0417 0.0179
H -0.0965 -0.0491 0.1574
H 0.0248 -0.0737 0.0404
H 0.0645 -0.0303 -0.0415
H -0.0411 0.0780 -0.0176
H -0.0326 0.0352 -0.0580
H -0.0300 -0.0190 -0.0704
H -0.0215 -0.1038 -0.0238
H -0.0140 -0.0872 0.0201
H -0.0162 -0.0563 0.0189
H 0.0452 -0.0330 0.0104
H 0.0844 0.0302 -0.0312
H 0.2131 0.0304 -0.0235
H 0.0580 -0.1892 0.0489
C 0.2457 -0.0512 0.3974
C 0.0443 0.6947 -0.6664
C -0.1770 -0.1046 0.1762
C -0.0169 -0.3072 -0.0206
O 0.1525 -0.3621 0.6861
P 0.6164 -0.4455 -0.4544
O 0.2139 0.4518 -0.0407
O 0.5252 0.5791 0.1616
O -0.8174 -0.3192 -0.4298
C 0.6614 0.6443 0.6046
C -0.4676 -0.0493 -0.0235
C -0.0485 -0.2589 -0.1655
C -0.0903 0.0501 -0.3652
H -0.0114 0.0470 -0.1041
H -0.1262 0.0383 0.0068
H 0.0714 -0.0430 -0.1066
H 0.0207 0.0845 -0.1102
H 0.0251 -0.0917 -0.1009
H 0.0812 0.0697 0.0540
H 0.0476 0.1263 -0.0828
H 0.0789 0.1306 0.0916
H -0.1164 0.0177 0.0990
H 0.0191 0.0746 -0.0911
H 0.0894 -0.1448 0.0145
H 0.0414 0.0604 0.1157
H -0.0145 0.0401 -0.0811
H 0.0492 -0.0087 0.0515
H -0.0127 0.0842 0.0837
H 0.0659 -0.1985 0.0406
H -0.0523 -0.0257 0.1156
H 0.0591 -0.0250 0.0251

---

> Among the records above, which one has the highest DFT total energy?

C54H56BF3O3SSbV